a.
{
  "formula": "C4H9NO4",
  "method": "ωB97M-V with the def2-TZVPD basis set",
  "symbols": ["C", "C", "N", "C", "O", "O", "H", "H", "H", "H", "H", "H", "H", "C", "O", "O", "H", "H"],
  "xyz": [[1.70538, -0.23595, 0.06508], [0.51581, 1.37361, -1.34118], [0.58497, 0.00487, -0.83618], [-0.61749, -0.56038, -0.44084], [-1.63998, -0.28612, -1.30066], [-0.54663, -1.83473, -0.00287], [-2.14148, -1.09850, -1.44583], [1.59245, 0.32470, 1.00391], [1.76898, -1.29542, 0.29695], [2.62207, 0.08061, -0.42864], [0.30972, 2.08894, -0.53434], [-0.26159, 1.45168, -2.09591], [1.47187, 1.62001, -1.79998], [-1.14181, 0.07099, 2.17467], [-1.05447, -1.10307, 2.46045], [-1.30832, 1.17585, 2.57055], [-0.89236, -1.86824, 0.94093], [-0.96712, 0.09115, 0.71388]],
  "total_charge": 0,
  "mol_weight_da": 135.1,
  "orbital_gap_ev": 9.51,
  "e_lumo_ev": 0.23,
  "e_homo_ha": -0.3412
}

***

b.
{
  "formula": "C4H9NO4",
  "method": "ωB97M-V with the def2-TZVPD basis set",
  "symbols": ["C", "C", "O", "O", "H", "H", "H", "H", "C", "N", "C", "O", "O", "H", "H", "H", "H", "H"],
  "xyz": [[0.92075, -0.15630, 1.74361], [0.09488, -1.34822, 0.48528], [1.13159, 1.21937, 2.01039], [0.83862, -2.21420, 0.10453], [0.25865, 1.64987, 1.97181], [0.34845, -0.58480, 2.57429], [1.92141, -0.59007, 1.80600], [-0.85702, -1.51152, 1.00992], [-1.52797, -0.34751, -1.85892], [-0.24720, -0.24952, -1.14050], [0.02554, 0.97048, -0.40337], [1.26397, 1.41590, -0.71665], [-0.87622, 1.56184, 0.15743], [1.65671, 1.76283, 0.10706], [0.54021, -0.48603, -1.74002], [-1.48711, 0.24246, -2.77426], [-1.70705, -1.38668, -2.13296], [-2.29821, 0.05212, -1.20365]],
  "total_charge": 0,
  "mol_weight_da": 135.1,
  "orbital_gap_ev": 9.15,
  "e_lumo_ev": 0.65,
  "e_homo_ha": -0.3125
}

***

Which of the structures shown above is the most stable? The most stable is a.